C30H42AsN3ORuS4 | the ωB97M-V functional and the def2-TZVPD basis

Positions of all 82 atoms, in Å:
1 Ru -0.99014 -0.00819 -0.26618
2 S -2.06281 2.07900 -0.88455
3 C -1.43506 3.07231 0.42360
4 C -1.12350 4.41227 0.18151
5 C -0.61646 5.21556 1.18285
6 C -0.41304 4.70877 2.46175
7 C -0.72615 3.38852 2.72590
8 C -1.24030 2.57886 1.72187
9 S -1.57010 0.88186 2.11563
10 C -3.39473 0.82362 2.23688
11 C -3.97776 -0.35210 1.50810
12 C -4.75412 -1.31352 2.14068
13 C -5.29693 -2.32919 1.37004
14 C -5.08126 -2.33938 0.00036
15 C -4.29285 -1.33787 -0.54532
16 C -4.04984 -1.19991 -2.01986
17 S -2.29292 -1.12991 -2.47965
18 C -1.81310 -2.82864 -2.29290
19 C -1.92210 -3.65384 -3.40923
20 C -1.54214 -4.98084 -3.33949
21 C -1.03892 -5.48005 -2.14339
22 C -0.92032 -4.66403 -1.03677
23 C -1.30249 -3.32022 -1.08713
24 S -1.14453 -2.35709 0.37463
25 N -3.73562 -0.39100 0.20292
26 H -1.27278 4.80852 -0.81178
27 H -0.37736 6.24532 0.96655
28 H -0.01958 5.33886 3.24396
29 H -0.57497 2.97342 3.71080
30 H -3.76668 1.75089 1.79386
31 H -3.64477 0.80280 3.29644
32 H -4.92112 -1.27099 3.20473
33 H -5.89178 -3.10267 1.83209
34 H -5.51241 -3.10259 -0.62748
35 H -4.46341 -0.24782 -2.36011
36 H -4.50884 -2.00435 -2.59522
37 H -2.30307 -3.24114 -4.33229
38 H -1.63136 -5.61659 -4.20586
39 H -0.73214 -6.51271 -2.07535
40 H -0.52847 -5.05765 -0.10997
41 C 2.11437 -1.20917 -4.46589
42 C 0.92792 -1.25248 -3.50352
43 As 1.13757 -0.20145 -1.84562
44 C 2.75749 -1.06359 -1.13389
45 C 2.59086 -1.84713 0.15729
46 C 1.74041 1.50198 -2.62497
47 C 1.19703 2.78452 -2.01366
48 H 1.89533 -1.82259 -5.33827
49 H 3.02849 -1.59774 -4.02538
50 H 2.31949 -0.20427 -4.82451
51 H 0.71741 -2.28179 -3.19453
52 H 0.03077 -0.88004 -4.00650
53 H 3.53876 -0.30162 -1.05733
54 H 3.05910 -1.75230 -1.92367
55 H 2.35456 -1.20074 1.00309
56 H 3.51784 -2.37724 0.37901
57 H 1.79153 -2.58889 0.07418
58 H 1.42968 1.44034 -3.67224
59 H 2.83846 1.47632 -2.62290
60 H 0.17809 2.96672 -2.35631
61 H 1.81143 3.62848 -2.32693
62 H 1.17024 2.76114 -0.91946
63 C 3.43220 2.58242 0.48526
64 N 3.29209 1.72458 1.64211
65 C 4.50927 1.45986 2.38298
66 C 2.11021 1.08996 1.86207
67 O 1.27387 0.97678 0.96396
68 N 1.90750 0.55310 3.10642
69 C 2.23802 1.24682 4.33286
70 C 1.16804 -0.68014 3.26390
71 H 4.44679 2.48910 0.09346
72 H 3.25490 3.63292 0.73881
73 H 2.72368 2.27897 -0.28744
74 H 5.30592 1.22233 1.67222
75 H 4.37437 0.60823 3.04280
76 H 4.82510 2.32367 2.97337
77 H 2.72022 2.19611 4.11856
78 H 2.89686 0.65109 4.96766
79 H 1.32148 1.45043 4.89440
80 H 0.87933 -1.07130 2.28591
81 H 0.26426 -0.53021 3.86029
82 H 1.79501 -1.42149 3.76978

Its spin multiplicity is 6. As for the energy above the lowest of the compared OMol25 structures with the same formula, charge and spin: 13.1 kJ/mol. Its total charge is +1. The value obtained for the HOMO-LUMO gap (alpha / beta) is 7.5 / 6.0 eV. The HOMO energy (alpha / beta) comes out at -9.35 / -10.21 eV. Its total energy is -145065.60795 eV.

C2H3Cl2NO | the ωB97M-V functional and the def2-TZVPD basis

Positions of all 9 atoms, in Å:
1 C -0.85266 -0.56780 0.31409
2 C 0.54453 -0.04267 0.52568
3 H -3.59275 0.11841 -0.59001
4 H -1.06969 -1.55156 0.66418
5 H 0.71205 -0.02702 1.60415
6 N -1.77301 0.17233 -0.16767
7 O -3.00545 -0.45214 -0.09670
8 Cl 1.71952 -1.14027 -0.21064
9 Cl 0.76600 1.58343 -0.06993

As for the energy above the lowest of the compared OMol25 structures with the same formula, charge and spin: 220.6 kJ/mol. Its SMILES is O/N=C/C(Cl)Cl. The value obtained for the HOMO-LUMO gap is 11.2 eV. The HOMO energy comes out at -10.37 eV. Its total energy is -30703.22982 eV.

C12H34ClO13S5 | the ωB97M-V functional and the def2-TZVPD basis

Positions of all 65 atoms, in Å:
1 Cl -0.69680 0.73972 0.75082
2 O -1.00079 -0.47723 1.36529
3 O -1.80844 1.32985 0.18333
4 O -0.02771 1.59389 1.67154
5 O 0.15721 0.35552 -0.40368
6 O 3.61434 -1.54427 -2.49057
7 S 2.40238 -1.96908 -1.79304
8 O 1.22661 -2.42001 -2.54035
9 O 2.85208 -3.22387 -0.81657
10 C 1.81379 -3.86392 -0.01846
11 C 2.30591 -5.25615 0.36062
12 C 1.81027 -0.75728 -0.47090
13 H 0.90503 -3.85541 -0.62026
14 H 1.59889 -3.24264 0.85099
15 H 3.13878 -5.19376 1.06100
16 H 2.54664 -5.66415 -0.62105
17 H 1.47730 -5.82590 0.78123
18 H 0.73499 -0.79162 -0.29569
19 H 2.05009 0.24039 -0.83865
20 H 2.32399 -0.86003 0.48493
21 O 1.88598 2.30781 3.90874
22 S 2.31696 2.08470 2.53071
23 O 1.98694 3.07630 1.50688
24 O 3.94715 1.88398 2.57513
25 C 4.62440 1.66005 1.34543
26 C 6.03469 2.17647 1.51838
27 C 1.85510 0.37455 1.93348
28 H 4.15770 2.12211 0.47549
29 H 4.66333 0.58284 1.18361
30 H 6.43834 1.63207 2.37208
31 H 5.94713 3.22553 1.80111
32 H 6.65909 1.90476 0.66727
33 H 1.84511 0.36968 0.84353
34 H 0.86702 0.30857 2.38895
35 H 2.61384 -0.36546 2.18807
36 C -3.04981 -2.12796 -0.12111
37 S -3.98042 -2.02417 1.47598
38 O -3.37360 -2.98814 2.52311
39 C -3.59025 -0.32407 2.01529
40 H -3.60734 -1.76220 -0.98335
41 H -2.88186 -3.20479 -0.10275
42 H -2.07197 -1.65661 -0.21986
43 H -3.69787 0.22627 1.08060
44 H -2.58038 -0.32508 2.42549
45 H -4.27662 0.11366 2.74012
46 C -2.55868 -1.68212 -2.75171
47 S -3.17163 -0.08595 -3.30179
48 O -4.57218 0.15151 -2.72251
49 C -1.76922 1.02045 -2.58296
50 H -2.94502 -1.87500 -1.75090
51 H -1.47131 -1.61346 -2.72006
52 H -3.08409 -2.41366 -3.36564
53 H -2.07961 2.05827 -2.70410
54 H -0.94506 0.76044 -3.24724
55 H -1.56440 0.79372 -1.53666
56 C -1.68981 3.13389 -1.81719
57 S -3.29338 3.88584 -1.40862
58 O -4.53078 3.04393 -1.81398
59 C -3.15259 3.84599 0.39554
60 H -1.65231 2.08179 -1.53474
61 H -0.84914 3.55675 -1.26713
62 H -1.61306 3.13111 -2.90448
63 H -4.08858 4.12473 0.87959
64 H -2.43909 4.58267 0.76475
65 H -2.68727 2.91415 0.71689

As for the energy above the lowest of the compared OMol25 structures with the same formula, charge and spin: 976.2 kJ/mol. Its total charge is -1. The value obtained for the HOMO-LUMO gap is 8.0 eV. The HOMO energy comes out at -5.58 eV. Its total energy is -106289.86830 eV.

C19H19Br2 | the ωB97M-V functional and the def2-TZVPD basis

Positions of all 40 atoms, in Å:
1 C 2.03330 -0.79431 3.83457
2 C 0.67047 -0.29366 3.42592
3 C 0.02468 0.77320 4.27520
4 C 0.05233 -0.77835 2.33153
5 H 2.38392 -0.22747 4.70470
6 H 1.99014 -1.85991 4.10323
7 H 2.77107 -0.68080 3.02617
8 H 0.71783 1.08102 5.06667
9 H -0.24047 1.66372 3.68563
10 H -0.89777 0.39879 4.74211
11 H -0.95025 -0.44218 2.05945
12 H 0.51555 -1.56805 1.73292
13 Br 6.35846 1.09121 -0.18038
14 C 4.46699 1.06726 -0.19053
15 C 3.75289 1.80635 0.76758
16 C 2.36295 1.75488 0.78270
17 C 1.64106 0.96512 -0.15799
18 C 0.20531 0.91118 -0.12010
19 C -0.57473 0.39310 -1.15541
20 C -1.96747 0.35943 -1.17845
21 C -2.74697 -0.33491 -2.16177
22 C -4.16818 -0.22290 -2.15546
23 C -4.95353 -0.89314 -3.08665
24 C -4.34201 -1.69177 -4.06941
25 Br -5.40568 -2.62040 -5.32479
26 C -2.94245 -1.79871 -4.12358
27 C -2.15383 -1.13658 -3.18303
28 C 2.39311 0.25122 -1.13658
29 C 3.78616 0.30636 -1.15223
30 H 4.29191 2.42606 1.47805
31 H 1.80351 2.36246 1.49991
32 H -0.29678 1.39675 0.72072
33 H -0.05763 0.00910 -2.03939
34 H -2.51568 0.93042 -0.42458
35 H -4.64079 0.40694 -1.39934
36 H -6.03606 -0.80960 -3.06306
37 H -2.48520 -2.40642 -4.89909
38 H -1.06853 -1.24004 -3.22539
39 H 1.87121 -0.33320 -1.89551
40 H 4.35112 -0.22216 -1.91433

Its total charge is +1. The value obtained for the HOMO-LUMO gap is 5.9 eV. The HOMO energy comes out at -11.74 eV. Its total energy is -160088.12433 eV.

C4H12N2S | the ωB97M-V functional and the def2-TZVPD basis

Positions of all 19 atoms, in Å:
1 N 1.91017 -0.27706 -0.15651
2 C 0.62334 0.37004 -0.16300
3 C -0.13217 0.20162 1.16436
4 C -1.52430 -0.39707 1.00645
5 S -1.81821 -1.95615 0.04866
6 C 0.86849 1.87175 -0.46236
7 N 1.92432 2.16375 -1.40872
8 H 2.64789 0.26277 -0.56781
9 H 2.01105 -1.26639 -0.25103
10 H -0.02819 0.06390 -0.98357
11 H 0.56123 -0.35972 1.79501
12 H -0.29883 1.11898 1.74047
13 H -1.93764 -0.64813 1.97832
14 H -2.17403 0.34213 0.54829
15 H -0.80416 -2.65003 0.54485
16 H -0.08540 2.31039 -0.79527
17 H 1.06387 2.35273 0.50000
18 H 1.82879 1.73546 -2.30370
19 H 2.12582 3.13955 -1.41306

As for the energy above the lowest of the compared OMol25 structures with the same formula, charge and spin: 46.6 kJ/mol. Its SMILES is NC[C@@H](N)CCS. The value obtained for the HOMO-LUMO gap is 9.6 eV. The HOMO energy comes out at -8.60 eV. Its total energy is -18157.53549 eV.

C6H5NO2S | the ωB97M-V functional and the def2-TZVPD basis

Positions of all 15 atoms, in Å:
1 C 1.62211 0.46699 0.14015
2 C 2.69047 -0.39173 -0.16001
3 C 0.32154 0.08280 0.35772
4 C 0.14108 -1.36591 0.38032
5 C -2.52931 0.04426 -0.93905
6 C -0.90370 0.80614 0.66465
7 N -0.04347 -2.50374 0.37326
8 O -2.63522 -1.06282 -0.45606
9 O -1.68645 1.02374 -0.54314
10 S 4.25385 -0.01130 -0.38712
11 H 1.90774 1.47531 0.20330
12 H 2.28940 -1.26710 -0.52711
13 H -3.12158 0.58378 -1.75157
14 H -1.42257 0.28372 1.51337
15 H -0.88387 1.83587 1.13130

As for the energy above the lowest of the compared OMol25 structures with the same formula, charge and spin: 58.7 kJ/mol. Its SMILES is N#C/C(=C\C=S)COC=O. The value obtained for the HOMO-LUMO gap is 7.4 eV. The HOMO energy comes out at -9.38 eV. Its total energy is -22720.63902 eV.